[1]
The following is a quantum chemistry calculation of a structure of composition C9H11ClNO, from the Open Molecules 2025 dataset.

Each line ends with the Löwdin charge.
Cartesian coordinates (Å):
C 0.70005 2.51834 -0.22429  -0.226
C 0.49434 1.73431 -1.38548  -0.173
C 0.18890 2.09594 0.94188  -0.187
C -0.01119 0.48583 -1.26898  -0.115
C -0.47324 0.88995 1.02328  -0.205
C -0.32627 -0.17612 0.08635  -0.349
C 1.46440 -2.37634 -0.20095  -0.208
C -1.64413 -0.96614 -0.06960  -0.032
C 1.22222 -1.16392 0.60199  -0.682
N -2.70118 -0.28180 0.17517  -0.175
O -3.93713 -0.61524 -0.00849  -0.192
Cl 2.54755 -0.05468 0.39203  0.650
H 1.25851 3.42647 -0.18136  0.061
H 0.68918 2.24661 -2.32277  0.087
H 0.15907 2.69431 1.76728  0.068
H -0.07474 -0.13395 -2.15987  0.080
H -0.87541 0.73551 1.92370  0.050
H 1.07146 -3.30642 0.39064  0.099
H 2.47049 -2.55102 -0.31054  0.004
H 0.86669 -2.38509 -1.14889  0.080
H -1.80471 -2.07562 -0.21027  0.143
H 1.05348 -1.37232 1.69126  0.087
H -2.33835 0.63141 0.49791  0.133

## Properties
**Orbital gap**: 0.205 hartree
**Net charge**: -1
**F_max**: 4.5 eV/A
**Electronic energy**: -939.57511 Ha

=====

[2]
The following is a quantum chemistry calculation of an isolated molecule of C15H18N4O3S2, from the Open Molecules 2025 dataset.

Each line ends with the Löwdin charge.
Cartesian coordinates (Å):
C 6.26213 0.12210 -0.36500  -0.166
C 5.26928 1.26129 -0.46129  -0.513
S 3.99820 1.17827 0.85137  0.897
C 3.04485 -0.12805 0.25823  -0.952
N 3.22936 -0.74818 -0.85496  -0.061
N 2.34045 -1.69695 -1.09544  0.015
C 1.43745 -1.83094 -0.18431  -0.577
N 0.49749 -2.81445 -0.25540  0.124
C -0.76422 -2.96350 0.28319  -0.432
O -1.37720 -3.97655 0.07091  0.114
C -1.29122 -1.85518 1.19398  -0.234
C -2.71261 -2.18147 1.64465  -0.005
N -1.26485 -0.56541 0.52227  0.054
C -1.40018 -0.40112 -0.83648  -0.381
O -1.48189 -1.30465 -1.62635  0.141
C -1.41838 1.08679 -1.13179  -0.149
C -2.73927 1.42407 -1.85015  -0.123
C -3.87497 1.36489 -0.87644  -0.085
C -3.74218 1.96008 0.29875  -0.086
C -2.45900 2.66565 0.61109  -0.124
C -1.26960 1.76270 0.23331  -0.154
C -1.19928 0.62099 1.22901  -0.444
O -1.10796 0.69174 2.42395  0.115
S 1.65413 -0.71283 1.17462  1.088
H 7.03232 0.24863 -1.12243  0.073
H 5.76018 -0.82638 -0.53735  0.058
H 6.73471 0.10374 0.61442  0.069
H 4.73965 1.25046 -1.41184  0.069
H 5.74885 2.22770 -0.30909  0.068
H 0.70011 -3.50245 -0.97592  0.169
H -0.63785 -1.76750 2.07327  0.136
H -3.36781 -2.24255 0.77914  0.095
H -3.06884 -1.40811 2.32003  0.085
H -2.72383 -3.14050 2.15330  0.089
H -0.58367 1.31197 -1.80136  0.163
H -2.66439 2.43318 -2.26605  0.126
H -2.88119 0.72296 -2.67255  0.119
H -4.76915 0.83261 -1.15829  0.107
H -4.52022 1.94817 1.04499  0.106
H -2.39615 3.59142 0.03173  0.126
H -2.38840 2.91602 1.66946  0.118
H -0.34487 2.34131 0.31083  0.161

## Properties
**Orbital gap**: 0.329 hartree
**Net charge**: 0
**F_max**: 2.0 eV/A
**ΔE to the lowest compared entry with this formula, charge and spin**: 4.3 kcal/mol
**Electronic energy**: -1823.54792 Ha
**SMILES string**: CCSc1nnc(NC(=O)[C@H](C)N2C(=O)[C@H]3CC=CC[C@H]3C2=O)s1

=====

[3]
The following is a quantum chemistry calculation of a cluster of 12 separate species, C3H29NO12S2 in total, from the Open Molecules 2025 dataset.

Each line ends with the Löwdin charge.
Cartesian coordinates (Å):
N -0.26583 0.37133 -0.94277  -0.002
C 1.05504 0.95719 -1.14269  -0.372
C 1.90346 -0.32594 -0.81053  -0.147
O 2.70999 -0.65937 -1.66633  0.014
C 1.48458 2.22613 -0.25276  -0.410
S -0.00742 3.33467 -0.26994  0.430
S 0.53608 4.85584 -1.54813  0.301
H -0.73596 0.71200 -0.10487  0.017
H -1.06012 0.54194 -1.68734  0.146
H 1.23821 1.33324 -2.16583  0.126
H 1.82815 -1.02372 0.12402  0.151
H 2.36190 2.61281 -0.53715  0.031
H 1.52719 2.00552 0.79034  0.042
H -0.24364 4.50654 -2.64235  -0.173
O 1.64683 -1.20994 2.62431  -0.016
H 1.13301 -1.51223 3.34159  -0.047
H 1.27690 -0.44558 2.30043  -0.039
O -0.98504 -2.34242 -1.28459  -0.085
H -0.98393 -1.39529 -1.74999  0.079
H -0.79161 -3.03007 -1.87238  0.008
O 0.63184 0.35963 -4.98406  -0.035
H 0.56558 1.15987 -4.62542  -0.048
H 1.61771 0.28368 -5.23388  0.089
O 0.08144 -2.02595 -4.09143  -0.010
H 0.72785 -1.59906 -4.66669  0.033
H -0.67774 -1.60657 -3.98442  -0.062
O -1.99810 -0.53652 3.51829  -0.108
H -1.83182 -0.57030 2.54349  0.035
H -1.70469 0.29331 3.97434  0.060
O 3.30188 0.73706 -3.94223  -0.056
H 4.11407 1.20021 -3.81068  0.030
H 3.21809 0.39433 -3.03831  -0.007
O -1.69616 1.12493 1.57537  -0.074
H -2.43001 1.70446 1.61284  0.054
H -0.91718 1.50869 2.00912  -0.004
O -0.24410 2.44742 3.32738  -0.073
H 0.55441 2.59495 3.89457  0.098
H -1.02597 2.63295 3.89216  0.080
O -1.12420 -2.66965 1.39616  -0.046
H -0.50457 -2.48208 0.67293  0.019
H -1.84970 -2.81719 0.82174  -0.021
O -4.20116 -2.56588 1.56216  0.033
H -3.75855 -2.18250 2.34716  0.055
H -3.57151 -2.80425 1.05453  -0.114
O 0.00342 -1.69153 4.64119  -0.089
H 0.09984 -2.60516 4.65907  0.007
H -1.00845 -1.79751 4.37159  0.100

## Properties
**Orbital gap**: 0.328 hartree
**Net charge**: 0
**F_max**: 9.6 eV/A
**ΔE to the lowest compared entry with this formula, charge and spin**: 93.6 kcal/mol
**Electronic energy**: -1885.56427 Ha
**SMILES string**: N[C@H](C=O)CSS.O.O.O.O.O.O.O.O.O.O.O

=====

[4]
The following is a quantum chemistry calculation of an isolated molecule of C24H40O4, from the Open Molecules 2025 dataset.

Each line ends with the Löwdin charge.
Cartesian coordinates (Å):
C 4.48456 0.69561 -1.87913  -0.040
C 3.77136 0.41085 -0.55598  -0.313
C 4.72004 -0.32412 0.39968  -0.167
C 5.82836 0.57936 0.95665  -0.084
C 6.98535 0.79664 0.01732  -0.564
O 7.49183 1.85951 -0.23011  0.098
O 7.45312 -0.35070 -0.49396  0.104
C 2.43886 -0.31667 -0.83763  -0.230
C 2.46684 -1.85988 -0.86816  -0.116
C 1.04664 -2.32257 -0.48120  -0.126
C 0.23120 -1.02899 -0.43748  -0.221
C -1.10825 -1.00275 0.29963  -0.173
C -2.08763 -2.03794 -0.27566  -0.338
O -1.61142 -3.36338 -0.18966  -0.020
C -3.43372 -1.92065 0.43645  -0.090
C -4.06734 -0.53575 0.33053  -0.256
C -4.63243 -0.25133 -1.06163  -0.089
C -5.61945 0.92735 -1.00094  -0.376
O -5.73329 1.57469 -2.24924  -0.030
C -5.20946 1.90627 0.11437  -0.127
C -3.69428 1.94572 0.28803  -0.135
C -3.10571 0.59491 0.76977  -0.404
C -3.03547 0.60553 2.30126  -0.019
C -1.70665 0.40813 0.12323  -0.204
C -0.71948 1.49290 0.58043  -0.131
C 0.63778 1.39299 -0.11803  -0.118
C 1.24267 0.00585 0.08744  -0.418
C 1.60192 -0.19834 1.55971  -0.002
H 4.76533 -0.23567 -2.36666  0.092
H 5.38119 1.28716 -1.71630  0.068
H 3.83860 1.25635 -2.55120  0.083
H 3.51729 1.37644 -0.10397  0.134
H 5.18594 -1.16503 -0.11475  0.116
H 4.15885 -0.71044 1.24779  0.098
H 6.25307 0.10512 1.84568  0.130
H 5.43422 1.55494 1.24408  0.129
H 8.20886 -0.17421 -1.07517  0.135
H 2.12682 0.01590 -1.83402  0.136
H 2.73942 -2.21478 -1.86152  0.115
H 3.19612 -2.26176 -0.16921  0.099
H 0.63673 -3.03132 -1.19657  0.110
H 1.04881 -2.80715 0.49513  0.112
H 0.01282 -0.75709 -1.47783  0.161
H -0.95677 -1.22847 1.35947  0.150
H -2.21274 -1.86601 -1.34943  0.162
H -1.48330 -3.58097 0.74060  0.100
H -3.28294 -2.16968 1.49137  0.122
H -4.11670 -2.66593 0.02271  0.125
H -4.92106 -0.53865 1.01738  0.145
H -3.82691 -0.00722 -1.75664  0.119
H -5.13916 -1.13329 -1.45428  0.126
H -6.63087 0.55798 -0.80250  0.148
H -4.87449 1.95007 -2.47592  0.088
H -5.57937 2.89947 -0.14907  0.120
H -5.68468 1.62172 1.05310  0.113
H -3.24666 2.22346 -0.66920  0.118
H -3.43987 2.73058 1.00175  0.118
H -4.03722 0.69836 2.71556  0.089
H -2.59683 -0.31115 2.68520  0.081
H -2.44963 1.44481 2.66519  0.080
H -1.83944 0.53665 -0.95862  0.147
H -0.56634 1.42599 1.65571  0.105
H -1.14370 2.47616 0.37272  0.116
H 1.29895 2.16933 0.27349  0.118
H 0.50936 1.57659 -1.18785  0.127
H 0.72586 -0.12822 2.19688  0.077
H 2.30339 0.56921 1.87858  0.092
H 2.05105 -1.17247 1.72258  0.086

## Properties
**Orbital gap**: 0.371 hartree
**Net charge**: 0
**F_max**: 0.8 eV/A
**ΔE to the lowest compared entry with this formula, charge and spin**: 8.3 kcal/mol
**Electronic energy**: -1239.52412 Ha
**SMILES string**: C[C@H](CCC(=O)O)[C@H]1CC[C@H]2[C@@H]3[C@@H](O)C[C@@H]4C[C@H](O)CC[C@]4(C)[C@H]3CC[C@]12C

=====

| no. | highest occupied orbital energy (Eh) |
| --- | --- |
| 1 | -0.075 |
| 2 | -0.312 |
| 3 | -0.341 |
| 4 | -0.350 |